1.
Here is a molecular structure, C37H37AsFN4O11STcTe in a non-equilibrium geometry from the Open Molecules 2025 dataset. Energies are from the ωB97M-V functional and the def2-TZVPD basis.

Results
* Kohn-Sham gap (spin up / spin down): 1.0 / 0.9 eV
* total charge: -1
* HOMO level (spin up / spin down): -1.95 / -1.85 eV
* LUMO energy (spin up / spin down): -0.035 / -0.033 Eh
* ⟨S²⟩: 0.768
* multiplicity: 2

CARTESIAN COORDINATES (ANGSTROEM)
Tc: 0.426 -1.356 -0.540
C: 2.195 3.801 5.175
C: 1.489 2.447 5.270
N: 1.019 1.979 3.990
C: 1.896 1.307 3.176
C: 1.515 0.690 2.035
C: 2.604 0.155 1.137
O: 3.766 0.418 1.413
O: 2.240 -0.441 0.072
C: 0.121 0.636 1.683
O: -0.346 -0.133 0.782
C: -0.733 1.537 2.396
C: -2.068 1.744 1.970
C: -2.828 2.704 2.584
F: -4.135 2.894 2.203
C: -2.316 3.529 3.575
C: -1.019 3.273 4.066
C: -0.243 2.270 3.511
N: -3.005 4.670 4.088
C: -3.642 4.515 5.369
C: -3.765 5.908 5.987
N: -4.572 6.753 5.061
C: -3.937 6.842 3.714
C: -3.818 5.419 3.166
H: 2.547 4.103 6.158
H: 1.528 4.567 4.785
H: 3.041 3.713 4.500
H: 0.642 2.502 5.962
H: 2.195 1.710 5.665
H: 2.934 1.292 3.475
H: -2.455 1.171 1.144
H: -0.647 3.903 4.857
H: -3.003 3.886 5.990
H: -4.644 4.047 5.316
H: -2.773 6.353 6.072
H: -4.252 5.885 6.962
H: -4.725 7.687 5.456
H: -5.482 6.289 4.937
H: -2.947 7.282 3.826
H: -4.556 7.469 3.073
H: -3.326 5.429 2.192
H: -4.832 5.003 3.025
O: -0.100 -4.748 2.436
As: 1.323 -3.890 1.744
O: 2.251 -3.482 2.997
O: 0.521 -2.569 1.096
C: 2.181 -5.463 0.872
C: 2.699 -6.420 1.725
C: 3.348 -7.519 1.184
C: 3.478 -7.647 -0.189
C: 2.923 -6.699 -1.038
C: 2.266 -5.614 -0.494
S: 1.304 -4.239 -1.330
O: 2.331 -3.240 -0.594
O: 0.078 -4.533 -0.591
O: 0.353 -2.429 -1.828
H: -0.707 -4.699 1.696
H: 2.583 -6.285 2.795
H: 3.761 -8.279 1.835
H: 4.011 -8.496 -0.595
H: 3.001 -6.807 -2.111
C: 3.223 -0.221 -8.089
C: 2.640 -1.044 -6.974
C: 3.060 -2.355 -6.796
C: 2.530 -3.140 -5.788
C: 1.549 -2.627 -4.961
C: 1.109 -1.318 -5.133
N: 0.099 -0.772 -4.331
C: -1.054 -1.424 -3.972
C: -1.539 -2.502 -4.718
C: -2.762 -3.067 -4.423
C: -3.552 -2.554 -3.408
C: -3.103 -1.459 -2.688
C: -1.865 -0.892 -2.949
C: -1.383 0.288 -2.137
O: -2.146 1.204 -1.864
O: -0.122 0.269 -1.825
C: 1.664 -0.512 -6.135
C: 1.185 0.903 -6.276
H: 4.004 -0.780 -8.601
H: 3.652 0.705 -7.708
H: 2.454 0.040 -8.819
H: 3.818 -2.758 -7.453
H: 2.890 -4.146 -5.631
H: 1.120 -3.212 -4.160
H: 0.397 -0.075 -3.652
H: -0.945 -2.894 -5.532
H: -3.110 -3.909 -5.007
H: -4.512 -3.002 -3.191
H: -3.713 -1.025 -1.907
H: 0.172 0.980 -5.886
H: 1.197 1.229 -7.314
H: 1.820 1.570 -5.691
Te: 3.529 -2.289 -1.877

Here are the Mulliken charges for atoms 1 to 5, given in e:
1 Tc 1.24
2 C -1.03
3 C -1.11
4 N 0.26
5 C -0.36

2.
Here is a molecular structure, C37H37Cl3MgO2P2 in a non-equilibrium geometry from the Open Molecules 2025 dataset. Energies are from the ωB97M-V functional and the def2-TZVPD basis.

Results
* Kohn-Sham gap: 7.4 eV
* total charge: 0
* HOMO level: -7.82 eV
* LUMO energy: -0.016 Eh

CARTESIAN COORDINATES (ANGSTROEM)
Mg: 2.059 -1.443 6.021
C: -2.605 0.089 6.348
C: -2.672 -0.162 5.035
C: -2.969 0.833 3.941
C: -1.737 1.497 3.274
C: -0.745 2.161 4.180
C: -0.940 2.531 5.452
C: -2.262 2.659 6.155
C: -2.696 1.432 7.005
C: 2.923 -0.032 4.891
H: -2.420 -0.737 7.044
H: -2.521 -1.185 4.679
H: -3.676 1.607 4.267
H: -3.446 0.251 3.136
H: -1.203 0.743 2.672
H: -2.117 2.240 2.556
H: 0.257 2.264 3.751
H: -0.083 2.856 6.057
H: -3.081 2.913 5.466
H: -2.147 3.478 6.890
H: -2.054 1.386 7.901
H: -3.726 1.612 7.368
H: 3.864 0.317 5.289
H: 2.153 0.748 5.035
H: 2.977 -0.296 3.833
P: 0.038 -2.242 -3.601
P: 1.983 0.391 -3.862
C: -0.576 -0.650 -4.212
C: 0.240 0.425 -4.361
C: -0.800 -3.415 -4.754
C: -1.971 -3.119 -5.462
C: -2.572 -4.087 -6.274
C: -2.002 -5.355 -6.407
C: -0.802 -5.638 -5.743
C: -0.193 -4.675 -4.941
C: -0.967 -2.367 -2.058
C: -0.610 -1.500 -1.002
C: -1.350 -1.509 0.179
C: -2.446 -2.376 0.312
C: -2.781 -3.255 -0.726
C: -2.031 -3.265 -1.906
C: 2.662 1.143 -5.423
C: 2.607 0.356 -6.593
C: 2.961 0.895 -7.831
C: 3.385 2.227 -7.925
C: 3.479 3.002 -6.765
C: 3.138 2.457 -5.521
C: 2.049 1.830 -2.720
C: 3.191 1.924 -1.896
C: 3.366 3.038 -1.079
C: 2.399 4.052 -1.057
C: 1.246 3.939 -1.842
C: 1.058 2.817 -2.658
H: -1.647 -0.579 -4.443
H: -0.087 1.336 -4.888
H: -2.435 -2.139 -5.385
H: -3.495 -3.848 -6.802
H: -2.482 -6.114 -7.027
H: -0.343 -6.620 -5.852
H: 0.751 -4.892 -4.442
H: 0.239 -0.822 -1.125
H: -1.073 -0.840 0.998
H: -3.033 -2.369 1.231
H: -3.627 -3.938 -0.623
H: -2.281 -3.958 -2.714
H: 2.259 -0.675 -6.533
H: 2.897 0.281 -8.732
H: 3.639 2.656 -8.898
H: 3.811 4.040 -6.828
H: 3.221 3.080 -4.631
H: 3.932 1.122 -1.916
H: 4.263 3.117 -0.459
H: 2.544 4.929 -0.425
H: 0.486 4.724 -1.824
H: 0.145 2.720 -3.246
Cl: 1.231 -1.543 10.698
C: 0.824 -0.359 9.461
Cl: -0.881 0.104 9.724
Cl: 1.896 1.048 9.622
C: 1.053 -0.949 8.029
O: 1.463 -2.152 7.881
O: 0.895 -0.164 7.031

Here are the Mulliken charges for atoms 1 to 5, given in e:
1 Mg 0.58
2 C -0.30
3 C -0.37
4 C -0.91
5 C 0.14

3.
Here is a molecular structure, C37H37F3N7O2RbS from the Open Molecules 2025 dataset. Energies are from the ωB97M-V functional and the def2-TZVPD basis.

Results
* Kohn-Sham gap: 4.2 eV
* total charge: -2
* HOMO level: -0.42 eV
* LUMO energy: 0.140 Eh

CARTESIAN COORDINATES (ANGSTROEM)
Rb: -0.170 0.087 0.458
O: 3.214 -1.368 -2.831
C: 4.435 -1.208 -2.303
C: 5.541 -1.684 -3.011
C: 6.815 -1.541 -2.495
C: 7.011 -0.919 -1.265
C: 5.915 -0.447 -0.562
C: 4.621 -0.578 -1.058
C: 3.430 -0.090 -0.293
O: 2.285 -0.291 -0.813
N: 3.676 0.539 0.843
N: 2.513 0.870 1.483
C: 2.597 1.839 2.306
C: 1.416 2.368 3.003
C: 1.500 3.607 3.636
C: 0.370 4.153 4.216
C: -0.822 3.450 4.161
C: -0.814 2.217 3.525
N: 0.267 1.676 2.971
H: 2.609 -0.963 -2.125
H: 5.362 -2.172 -3.961
H: 7.662 -1.922 -3.054
H: 8.009 -0.810 -0.858
H: 6.032 0.039 0.397
H: 3.542 2.370 2.447
H: 2.444 4.139 3.638
H: 0.412 5.127 4.688
H: -1.744 3.851 4.552
H: -1.726 1.635 3.448
S: 1.318 -5.414 -0.548
C: 0.212 -4.726 -1.621
N: -0.857 -5.441 -2.038
C: -1.852 -4.982 -2.991
C: -1.947 -3.470 -2.938
C: -0.563 -2.862 -3.063
N: 0.345 -3.488 -2.106
H: -0.927 -6.351 -1.620
H: -2.811 -5.432 -2.729
H: -1.590 -5.320 -4.003
H: -2.406 -3.151 -1.999
H: -2.578 -3.107 -3.751
H: -0.619 -1.796 -2.845
H: -0.168 -2.987 -4.079
H: 1.154 -2.976 -1.789
F: -2.113 -0.859 -1.215
C: -3.066 -1.570 -0.352
F: -2.301 -1.559 0.850
F: -3.963 -0.535 -0.090
C: -1.287 -0.588 6.034
C: -1.060 -1.481 4.860
C: -1.596 -2.701 4.516
C: -1.034 -3.018 3.255
N: -0.196 -2.071 2.874
N: -0.211 -1.159 3.864
C: -1.325 -4.186 2.374
H: -1.924 -1.086 6.764
H: -1.775 0.343 5.737
H: -0.347 -0.326 6.524
H: -2.313 -3.272 5.084
H: 0.240 -0.268 3.690
H: -1.473 -5.093 2.964
H: -0.502 -4.351 1.679
H: -2.225 -3.994 1.788
C: -2.071 2.007 -5.870
C: -0.888 1.333 -5.604
C: -0.293 1.429 -4.352
C: -0.868 2.195 -3.338
C: -2.060 2.868 -3.619
C: -2.652 2.777 -4.866
C: -0.256 2.236 -1.987
C: -0.768 2.865 -0.953
C: -1.493 3.439 0.026
C: -1.248 4.775 0.537
C: -2.055 5.340 1.494
C: -3.145 4.666 2.061
C: -3.379 3.358 1.614
C: -2.597 2.743 0.666
H: -2.544 1.926 -6.842
H: -0.427 0.720 -6.371
H: 0.626 0.890 -4.145
H: -2.515 3.446 -2.822
H: -3.584 3.298 -5.056
H: 0.657 1.629 -1.902
H: -0.414 5.336 0.132
H: -1.823 6.352 1.821
H: -3.778 5.137 2.803
H: -4.212 2.791 2.021
H: -2.858 1.746 0.328

Here are the Mulliken charges for atoms 1 to 5, given in e:
1 Rb 0.71
2 O -0.69
3 C -0.04
4 C -0.59
5 C -0.28

4.
Here is a molecular structure, C37H37F3O2P2V in a non-equilibrium geometry from the Open Molecules 2025 dataset. Energies are from the ωB97M-V functional and the def2-TZVPD basis.

Results
* Kohn-Sham gap (spin up / spin down): 6.8 / 7.6 eV
* total charge: 0
* HOMO level (spin up / spin down): -6.80 / -7.61 eV
* LUMO energy (spin up / spin down): 0.001 / 0.002 Eh
* ⟨S²⟩: 3.769
* multiplicity: 4

CARTESIAN COORDINATES (ANGSTROEM)
V: -0.112 0.136 -0.312
C: -1.829 0.830 -6.915
C: -1.822 -0.464 -6.573
C: -1.053 -1.547 -7.284
C: 0.350 -1.151 -7.807
C: 1.173 -0.306 -6.874
C: 1.196 1.032 -6.844
C: 0.361 1.946 -7.689
C: -1.061 1.445 -8.051
C: 1.730 0.131 0.869
H: -2.455 1.548 -6.370
H: -2.488 -0.824 -5.781
H: -1.648 -1.903 -8.146
H: -0.942 -2.415 -6.611
H: 0.905 -2.090 -7.957
H: 0.252 -0.677 -8.792
H: 1.823 -0.892 -6.216
H: 1.953 1.563 -6.264
H: 0.904 2.144 -8.631
H: 0.265 2.922 -7.182
H: -1.626 2.331 -8.380
H: -0.996 0.766 -8.911
H: 1.545 0.937 1.596
H: 2.782 0.145 0.557
H: 1.505 -0.859 1.298
P: -1.577 -0.601 -1.982
P: 1.618 0.094 -1.890
C: -0.500 -0.825 -3.403
C: 0.843 -0.634 -3.340
C: -2.523 -2.127 -1.678
C: -2.831 -2.970 -2.755
C: -3.578 -4.130 -2.539
C: -3.996 -4.471 -1.247
C: -3.661 -3.647 -0.167
C: -2.939 -2.474 -0.378
C: -2.786 0.732 -2.337
C: -2.320 2.054 -2.445
C: -3.225 3.109 -2.535
C: -4.600 2.856 -2.590
C: -5.063 1.536 -2.555
C: -4.163 0.478 -2.423
C: 3.089 -0.964 -1.633
C: 2.896 -2.247 -1.085
C: 3.992 -3.064 -0.803
C: 5.285 -2.611 -1.092
C: 5.480 -1.326 -1.620
C: 4.385 -0.496 -1.885
C: 2.183 1.802 -2.270
C: 2.338 2.754 -1.247
C: 2.809 4.032 -1.548
C: 3.119 4.374 -2.868
C: 2.908 3.445 -3.899
C: 2.436 2.164 -3.597
H: -0.971 -1.136 -4.340
H: 1.510 -0.981 -4.137
H: -2.490 -2.711 -3.758
H: -3.831 -4.771 -3.383
H: -4.581 -5.375 -1.080
H: -3.961 -3.920 0.845
H: -2.699 -1.822 0.465
H: -1.247 2.260 -2.435
H: -2.858 4.138 -2.551
H: -5.307 3.683 -2.657
H: -6.132 1.324 -2.622
H: -4.522 -0.551 -2.380
H: 1.883 -2.589 -0.858
H: 3.842 -4.052 -0.356
H: 6.142 -3.261 -0.907
H: 6.487 -0.961 -1.830
H: 4.536 0.512 -2.280
H: 2.104 2.473 -0.219
H: 2.943 4.762 -0.746
H: 3.525 5.360 -3.094
H: 3.119 3.715 -4.934
H: 2.277 1.431 -4.388
F: -3.255 0.579 2.198
C: -1.948 0.927 2.121
F: -1.515 1.194 3.379
F: -1.279 -0.244 1.741
C: -1.700 2.143 1.170
O: -2.436 3.089 1.405
O: -0.771 2.007 0.287

Here are the Mulliken charges for atoms 1 to 5, given in e:
1 V 0.27
2 C -0.34
3 C -0.25
4 C -0.71
5 C -1.10

5.
Here is a molecular structure, C37H37FFeN5O4 from the Open Molecules 2025 dataset. Energies are from the ωB97M-V functional and the def2-TZVPD basis.

Results
* Kohn-Sham gap (spin up / spin down): 7.8 / 7.6 eV
* total charge: +1
* HOMO level (spin up / spin down): -10.48 / -10.41 eV
* LUMO energy (spin up / spin down): -0.100 / -0.105 Eh
* ⟨S²⟩: 6.009
* multiplicity: 5

CARTESIAN COORDINATES (ANGSTROEM)
Fe: -1.201 -0.143 -0.576
C: -0.212 2.927 -1.883
C: 0.225 2.862 -0.453
C: 1.181 3.748 0.038
C: 1.655 3.590 1.326
C: 1.154 2.557 2.103
C: 0.176 1.738 1.557
N: -0.282 1.893 0.312
C: -0.436 0.623 2.327
C: -0.358 0.541 3.710
C: -1.023 -0.490 4.352
C: -1.770 -1.385 3.610
C: -1.813 -1.242 2.227
N: -1.126 -0.271 1.610
C: -2.666 -2.108 1.370
C: -3.130 -3.337 1.811
C: -3.931 -4.076 0.955
C: -4.224 -3.566 -0.292
C: -3.697 -2.334 -0.678
C: -3.904 -1.827 -2.069
N: -2.943 -1.616 0.157
H: -0.155 3.946 -2.266
H: -1.226 2.552 -2.000
H: 0.446 2.295 -2.483
H: 1.560 4.533 -0.602
H: 2.415 4.252 1.718
H: 1.528 2.389 3.101
H: 0.184 1.278 4.281
H: -0.984 -0.575 5.429
H: -2.337 -2.162 4.098
H: -2.855 -3.725 2.780
H: -4.308 -5.043 1.258
H: -4.834 -4.123 -0.989
H: -4.808 -2.247 -2.505
H: -3.050 -2.132 -2.676
H: -3.968 -0.742 -2.095
C: 4.991 -4.228 0.724
C: 4.847 -3.856 -0.745
C: 6.153 -3.436 -1.404
C: 6.667 -2.140 -0.796
C: 5.603 -1.079 -0.845
C: 5.934 0.258 -0.850
C: 4.936 1.228 -0.901
F: 5.309 2.521 -0.890
C: 3.612 0.907 -0.967
C: 3.249 -0.446 -0.972
C: 1.826 -0.795 -1.040
O: 0.979 0.125 -1.097
C: 1.530 -2.186 -1.017
C: 2.556 -3.088 -0.939
N: 3.853 -2.770 -0.896
C: 4.238 -1.435 -0.901
C: 0.133 -2.734 -1.110
O: -0.066 -3.923 -0.919
O: -0.779 -1.869 -1.403
H: 5.747 -5.003 0.845
H: 4.048 -4.607 1.118
H: 5.283 -3.366 1.325
H: 4.433 -4.702 -1.295
H: 5.985 -3.305 -2.475
H: 6.882 -4.237 -1.284
H: 7.555 -1.791 -1.323
H: 6.971 -2.308 0.241
H: 6.970 0.569 -0.818
H: 2.846 1.667 -1.016
H: 2.311 -4.144 -0.921
O: -2.830 1.100 -1.052
C: -3.779 1.668 -0.521
C: -3.887 1.892 0.958
C: -3.907 3.426 1.181
C: -3.163 4.259 0.113
C: -3.951 4.597 -1.167
C: -4.220 3.408 -2.090
N: -4.736 2.289 -1.280
H: -3.032 1.423 1.443
H: -4.792 1.422 1.350
H: -3.465 3.626 2.157
H: -4.941 3.778 1.247
H: -2.222 3.761 -0.148
H: -2.875 5.204 0.575
H: -3.419 5.369 -1.727
H: -4.909 5.041 -0.877
H: -3.314 3.062 -2.586
H: -4.943 3.654 -2.866
H: -5.501 2.613 -0.700

Here are the Mulliken charges for atoms 1 to 5, given in e:
1 Fe 2.40
2 C -1.35
3 C 0.68
4 C -1.19
5 C -0.98

Results for energy above the lowest of the compared OMol25 structures with the same formula, charge and spin: 102.3 0.0 25.2 0.0 0.0 (in kcal per mole, following the order of the records).
Results for total energy: -151331.56436 -104652.51824 -73138.83712 -95479.63820 -91715.14580 (in eV, following the order of the records).